Molecular formula: C41H60ClCoN5O4
Method: DFT, ωB97M-V/def2-TZVPD

For the total energy, the calculation gives -109281.9127 eV. The LUMO energy (alpha / beta) comes out at -0.00486 / 0.01176 hartree. The energy relative to the best compared isomer or geometry (same formula, charge and spin) is 61.0 kJ/mol. The multiplicity is 2. The HOMO energy (alpha / beta) is -6.82 / -7.27 eV. As for the HOMO-LUMO gap (alpha / beta): 6.69 / 7.59 eV.

Structure (XYZ):
```
112
C41H60ClCoN5O4 | the Open Molecules 2025 dataset | ωB97M-V/def2-TZVPD
Co -0.2164 -0.3151 -0.4844
C -2.4608 -0.4330 0.9206
C -2.4753 -1.8050 0.6225
C -2.3232 -1.9235 -0.7974
C -2.1946 -0.6002 -1.3116
C -2.3434 0.3443 -0.2535
C -2.8756 1.7558 -0.3988
C -1.8174 2.8067 -0.0574
C -4.0750 1.9163 0.5467
C -3.3459 1.9877 -1.8418
C -2.5669 -3.0722 -1.7599
C -4.0671 -3.4175 -1.7221
C -1.6984 -4.3066 -1.4991
C -2.2574 -2.6696 -3.2109
C -2.5326 -2.8047 1.7684
C -3.4591 -4.0097 1.5611
C -1.0967 -3.2792 2.0416
C -3.0489 -2.1275 3.0520
H -2.5833 0.0000 1.8927
H -2.3581 -0.3347 -2.3393
H -1.3914 2.6365 0.9284
H -2.2533 3.8054 -0.0887
H -1.0189 2.7459 -0.7889
H -3.7418 1.9224 1.5792
H -4.7773 1.0984 0.4150
H -4.5899 2.8545 0.3545
H -2.5041 1.9586 -2.5311
H -3.8181 2.9636 -1.9265
H -4.0701 1.2335 -2.1438
H -4.4044 -3.6791 -0.7279
H -4.2761 -4.2490 -2.3946
H -4.6462 -2.5536 -2.0438
H -1.7464 -4.6372 -0.4705
H -0.6655 -4.0667 -1.7395
H -2.0213 -5.1255 -2.1402
H -2.8681 -1.8347 -3.5419
H -2.4766 -3.5105 -3.8653
H -1.2057 -2.4198 -3.3207
H -3.2158 -4.5981 0.6858
H -4.4925 -3.6767 1.4815
H -3.3841 -4.6665 2.4269
H -0.7609 -3.9521 1.2596
H -1.0438 -3.7969 2.9990
H -0.4291 -2.4191 2.0617
H -3.9946 -1.6207 2.8721
H -2.3277 -1.4112 3.4337
H -3.2079 -2.8823 3.8217
C 1.7738 -3.8053 -0.0311
C 1.9214 -2.6053 -0.9245
O 0.9724 -1.9222 -1.2973
N 3.1803 -2.4204 -1.3858
C 3.5987 -1.1863 -2.0106
C 4.0306 -0.1921 -0.9583
C 5.1257 0.6487 -1.1046
C 5.3729 1.5876 -0.1124
C 4.5283 1.6464 0.9825
C 3.5204 0.6977 1.0696
N 3.2791 -0.1940 0.1327
H 0.8414 -4.3106 -0.2585
H 1.7181 -3.4607 0.9980
H 2.6087 -4.4893 -0.1495
H 3.9153 -2.9101 -0.8999
H 2.7269 -0.7817 -2.5345
H 4.4009 -1.3936 -2.7246
H 5.7688 0.5690 -1.9686
H 6.2178 2.2554 -0.1941
H 4.6461 2.3843 1.7591
H 2.8548 0.6621 1.9123
C -0.0272 2.8856 6.4984
C 1.3327 2.7651 5.8873
C 2.3336 3.6846 6.1292
C 3.5739 3.5399 5.5243
Cl 4.8023 4.7350 5.7975
C 3.8443 2.4501 4.7208
C 2.8551 1.5048 4.4997
C 1.5820 1.6791 5.0292
O 0.5282 0.8506 4.8358
C 0.5323 -0.0517 3.7577
C 0.5072 0.6155 2.3359
O 0.5207 1.8302 2.2330
O 0.4683 -0.2493 1.4145
H -0.1356 3.8237 7.0344
H -0.2074 2.0541 7.1801
H -0.7782 2.8230 5.7133
H 2.1459 4.5269 6.7782
H 4.8161 2.3382 4.2632
H 3.0879 0.6279 3.9167
H -0.3991 -0.6118 3.8616
H 1.3672 -0.7601 3.8124
C -0.2035 1.0907 -5.7118
C -0.2157 -0.2352 -4.9676
N 0.1694 -0.0331 -3.5929
C 0.6935 1.0952 -3.0563
N 0.7626 1.1800 -1.7611
C 1.5124 2.2989 -1.2067
C 1.3538 3.5668 -2.0448
C 1.7801 3.2574 -3.4712
N 1.1296 2.0507 -3.9269
C 1.0908 1.8067 -5.3484
H -1.0561 1.6909 -5.3907
H -0.2682 0.9365 -6.7891
H 0.4794 -0.9384 -5.4464
H -1.2110 -0.6830 -5.0122
H -0.1370 -0.6992 -2.8939
H 2.5771 2.0303 -1.1779
H 1.1735 2.4511 -0.1812
H 1.9637 4.3728 -1.6394
H 0.3128 3.8913 -2.0417
H 2.8725 3.1438 -3.5266
H 1.4946 4.0766 -4.1419
H 1.9550 1.2046 -5.6667
H 1.1460 2.7728 -5.8531
```

Mulliken atomic charge list, values in e, 6 entries:
1. Co 3.12
2. C -0.73
3. C 0.68
4. C 1.40
5. C -2.16
6. C 0.04